{"formula": "CH5N3OS", "method": "wB97M-V/def2-TZVPD", "multiplicity": 1, "e_tot_ev": -18469.0106, "e_above_lowest_kcal_mol": 32.8, "fmax_ha_per_bohr": 0.04449, "orbital_gap_ev": 9.89, "smiles": "[H]/N=C(/NO)NS", "elements": ["H", "N", "C", "N", "O", "N", "S", "H", "H", "H", "H"], "positions_angstrom": [[1.921, -2.110, 0.174], [2.027, -1.106, -0.016], [0.959, -0.416, -0.069], [1.005, 0.901, -0.445], [0.337, 1.796, 0.422], [-0.296, -0.862, 0.368], [-1.796, -0.267, -0.218], [1.987, 1.162, -0.514], [-0.293, 2.271, -0.136], [-0.338, -1.807, 0.727], [-2.136, 0.353, 0.926]], "atomic_forces_ev_per_a": [[-0.3, 0.6, -0.2], [0.3, 0.0, -0.3], [-0.7, -1.5, 1.6], [0.4, 0.9, -0.7], [0.3, -0.1, 0.1], [-0.4, 0.0, -0.5], [0.5, -0.3, 0.4], [-0.3, 0.2, 0.0], [0.1, -0.2, -0.1], [0.2, 0.2, -0.2], [-0.2, 0.1, -0.1]], "nbo_charge": [0.3471, -0.7468, 0.5460, -0.3494, -0.5613, -0.7780, 0.1814, 0.3800, 0.4754, 0.3994, 0.1062]}